Molecular formula: C3H14NO2S2
Method: DFT, ωB97M-V with the def2-TZVPD basis set

Results
Kohn-Sham gap, Eh: 0.312
Net charge: +1
Energy above the lowest of the compared OMol25 structures with the same formula, charge and spin, kJ/mol: 266.0
LUMO energy, eV: -3.279

Last column: Löwdin charge in e.
Element x y z (Å)
S1 0.289 1.057 -1.464  0.435
S2 -0.165 0.316 0.286  0.484
O1 3.529 0.748 2.380  -0.120
O2 -4.082 1.981 -2.819  -0.050
N1 1.484 -1.520 2.243  0.142
C1 -0.111 -1.457 0.345  -0.657
C2 -1.280 1.733 -2.199  -0.419
C3 1.023 -2.135 0.800  -0.220
H1 -4.177 2.691 -3.407  0.012
H2 -1.635 0.834 -2.847  0.061
H3 1.888 -2.036 0.085  0.145
H4 3.955 0.909 1.475  0.084
H5 -0.562 -1.810 -0.609  0.114
H6 -1.010 2.539 -2.856  0.029
H7 0.439 -1.709 2.711  0.231
H8 2.292 -1.911 2.709  0.138
H9 0.711 -3.295 1.137  0.198
H10 -2.042 1.852 -1.438  0.016
H11 -4.982 1.878 -2.420  0.077
H12 1.526 -0.460 2.125  0.091
H13 -1.118 -1.686 0.900  0.122
H14 4.027 1.480 2.866  0.088

Forces on atoms 1 to 3 (eV/Å):
S 0.741 1.025 -1.689
S -0.157 0.923 2.109
O 2.138 1.957 -1.209